# 1
Formula: C12H11N
Source: the Open Molecules 2025 dataset
Level of theory: wB97M-V/def2-TZVPD

The SMILES is C/C=C\c1ccc2ccccc2n1. Its gap between HOMO and LUMO is 7.68 eV. As for the HOMO energy: -7.92 eV.

Last column: Löwdin charge in e.
Geometry (Å):
C: 2.805 -1.417 -1.509  -0.08
C: 2.031 -2.573 -0.861  -0.09
C: 1.162 -2.564 0.228  -0.07
C: 0.298 -1.464 0.455  -0.27
C: -0.300 -1.250 1.680  -0.04
C: -1.053 -0.109 1.980  0.01
C: -1.374 0.846 0.972  -0.16
C: -2.082 2.060 1.215  -0.05
C: -2.215 2.974 0.190  -0.10
C: -1.622 2.738 -1.066  -0.11
C: -0.672 1.782 -1.256  0.00
C: -0.591 0.720 -0.239  -0.19
N: 0.198 -0.399 -0.477  0.14
H: 3.860 -1.526 -1.263  0.07
H: 2.542 -0.554 -0.988  0.03
H: 2.785 -1.552 -2.626  0.10
H: 2.128 -3.554 -1.225  0.07
H: 1.043 -3.487 0.870  0.13
H: -0.258 -1.936 2.378  0.05
H: -1.446 -0.001 3.017  0.13
H: -2.618 2.285 2.103  0.10
H: -2.776 3.989 0.252  0.14
H: -1.863 3.505 -1.752  0.09
H: 0.017 1.486 -2.079  0.12

# 2
Formula: C12H11NO3S4
Source: the Open Molecules 2025 dataset
Level of theory: wB97M-V/def2-TZVPD

The SMILES is O=C1/C(=C/c2cccs2)SC(=S)N1[C@H]1CCS(=O)(=O)C1. Its gap between HOMO and LUMO is 7.00 eV. As for the HOMO energy: -8.67 eV.

Last column: Löwdin charge in e.
Geometry (Å):
O: -0.491 0.327 2.062  0.02
C: -0.186 0.166 0.801  -0.31
C: 1.121 0.489 0.238  -0.43
C: 2.320 0.803 0.884  -0.03
C: 3.637 1.156 0.197  -0.46
C: 3.858 1.827 -1.023  -0.09
C: 5.287 2.151 -1.137  -0.19
C: 6.071 1.618 -0.190  -0.47
S: 5.205 0.870 1.049  1.01
S: 1.054 0.291 -1.486  1.02
C: -0.688 0.339 -1.444  -1.03
S: -1.378 0.300 -2.993  0.62
N: -1.201 0.381 -0.171  -0.05
C: -2.647 0.501 -0.036  -0.26
C: -3.385 -0.778 0.560  -0.11
C: -4.844 -0.340 0.951  -0.24
S: -4.979 1.351 1.139  0.67
O: -5.650 1.921 -0.027  -0.31
O: -5.340 1.816 2.481  -0.32
C: -3.181 1.568 1.015  -0.17
H: 2.331 0.868 1.928  0.09
H: 3.040 2.143 -1.586  0.06
H: 5.828 2.615 -1.939  0.10
H: 7.164 1.581 -0.349  0.09
H: -2.985 0.829 -1.081  0.12
H: -2.791 -0.993 1.466  0.12
H: -3.353 -1.684 0.057  0.09
H: -5.071 -0.785 1.941  0.13
H: -5.458 -0.492 0.042  0.12
H: -2.681 1.427 2.030  0.13
H: -3.049 2.568 0.612  0.10

# 3
Formula: C12H11O4PTl
Source: the Open Molecules 2025 dataset
Level of theory: wB97M-V/def2-TZVPD

Its gap between HOMO and LUMO is 5.07 eV. Its charge is +3. As for the HOMO energy: -19.38 eV.

Last column: Löwdin charge in e.
Geometry (Å):
O: -2.902 1.063 -1.237  0.29
C: -1.898 0.762 -0.742  0.02
Tl: 0.004 0.343 0.266  0.75
O: 1.199 -0.246 -3.064  0.25
C: 0.755 -0.251 -2.036  -0.01
C: -1.009 -1.668 0.927  0.06
O: -1.525 -2.549 1.386  0.31
C: 1.861 -0.717 0.867  0.00
O: 2.904 -1.085 1.202  0.28
C: 1.606 3.933 -1.302  -0.17
P: 1.206 2.504 -0.395  0.87
C: 2.875 2.044 0.146  -0.21
C: 0.135 3.213 0.934  -0.43
C: -0.892 4.124 0.577  -0.07
C: -1.651 4.733 1.585  0.01
C: -1.441 4.394 2.927  0.01
C: -0.474 3.432 3.271  -0.01
C: 0.301 2.819 2.285  -0.11
H: 2.335 3.623 -2.070  0.10
H: 2.083 4.585 -0.563  0.12
H: 0.701 4.391 -1.729  0.08
H: 3.416 3.001 0.238  0.10
H: 2.939 1.444 1.077  0.05
H: 3.342 1.470 -0.671  0.09
H: -1.062 4.385 -0.476  0.12
H: -2.401 5.482 1.313  0.14
H: -2.029 4.874 3.712  0.14
H: -0.306 3.159 4.311  0.14
H: 1.059 2.058 2.534  0.10

# 4
Formula: C12H11PS
Source: the Open Molecules 2025 dataset
Level of theory: wB97M-V/def2-TZVPD

Its gap between HOMO and LUMO (spin up / spin down) is 8.40 / 6.98 eV. Its multiplicity is 3. Its expectation value of S² is 2.015. As for the HOMO energy (spin up / spin down): -7.83 / -8.95 eV.

Last column: Löwdin charge in e.
Geometry (Å):
C: 2.832 -2.311 -0.238  -0.07
C: -3.961 0.043 -0.468  -0.11
C: 1.951 -1.662 -1.140  -0.08
C: 3.199 -1.717 0.969  -0.10
C: -3.494 0.206 0.842  -0.08
C: -3.179 0.437 -1.510  -0.13
C: 1.391 -0.476 -0.758  -0.12
C: 2.882 -0.386 1.149  -0.11
C: -2.357 0.971 1.054  -0.14
C: -2.021 1.164 -1.303  -0.12
C: 1.907 0.275 0.315  -0.46
C: -1.630 1.432 0.029  -0.01
P: 1.433 1.989 0.736  0.36
S: 2.768 3.229 0.185  0.18
H: 3.443 -3.234 -0.505  0.12
H: -4.878 -0.457 -0.807  0.11
H: 1.597 -1.888 -2.079  0.08
H: 3.948 -2.250 1.487  0.09
H: -4.057 -0.291 1.624  0.10
H: -3.413 0.217 -2.619  0.14
H: 0.390 -0.052 -1.118  0.11
H: 3.350 0.069 2.026  0.10
H: -2.070 1.006 2.089  0.10
H: -1.515 1.546 -2.149  0.08
H: 1.486 2.139 2.188  -0.05

# 5
Formula: C12H12
Source: the Open Molecules 2025 dataset
Level of theory: wB97M-V/def2-TZVPD

The SMILES is c1ccccc1.c1ccccc1. Its gap between HOMO and LUMO is 9.88 eV. As for the HOMO energy: -8.93 eV.

Last column: Löwdin charge in e.
Geometry (Å):
C: 0.877 2.078 0.182  -0.09
C: 0.373 2.991 1.155  -0.09
C: -0.993 2.977 1.255  -0.16
C: -1.857 2.330 0.393  -0.06
C: -1.234 1.608 -0.677  -0.15
C: 0.013 1.465 -0.766  -0.18
H: 1.874 1.942 -0.150  0.08
H: 1.152 3.783 1.524  0.14
H: -1.447 3.404 2.182  0.11
H: -2.929 2.429 0.765  0.12
H: -1.799 1.166 -1.554  0.13
H: 0.579 0.897 -1.633  0.14
C: 1.213 -1.176 0.246  -0.11
C: 1.331 -1.473 -1.097  -0.13
C: 0.490 -2.506 -1.582  -0.12
C: -0.352 -3.232 -0.786  -0.13
C: -0.426 -2.990 0.595  -0.10
C: 0.485 -2.063 1.155  -0.05
H: 1.911 -0.462 0.627  0.08
H: 2.016 -0.829 -1.703  0.12
H: 0.525 -2.696 -2.715  0.12
H: -0.863 -4.107 -1.287  0.12
H: -1.082 -3.579 1.223  0.09
H: 0.547 -2.000 2.273  0.11

# 6
Formula: C12H12AgClF3O2
Source: the Open Molecules 2025 dataset
Level of theory: wB97M-V/def2-TZVPD

Its gap between HOMO and LUMO is 5.76 eV. Its charge is +1. As for the HOMO energy: -12.79 eV.

Last column: Löwdin charge in e.
Geometry (Å):
C: 5.177 0.435 0.594  -0.12
C: 3.647 0.656 0.477  -0.27
C: 2.936 -0.621 0.014  -0.59
Cl: 3.625 -1.149 -1.589  0.65
C: 1.442 -0.491 -0.208  -0.18
C: 0.691 -1.531 0.087  0.08
C: -0.785 -1.511 -0.143  -0.32
O: -1.436 -2.484 0.068  0.15
C: -1.453 -0.276 -0.683  -0.15
C: -2.957 -0.257 -0.850  -0.11
C: -3.582 0.700 0.234  -0.06
C: -4.112 -0.044 1.440  -0.69
F: -3.194 -0.761 2.047  0.20
F: -5.122 -0.834 1.090  0.16
F: -4.576 0.825 2.326  0.17
C: -0.719 0.768 -0.971  0.07
C: 0.779 0.727 -0.769  -0.32
O: 1.373 1.687 -1.104  0.16
H: 5.606 0.263 -0.395  0.05
H: 5.620 1.362 0.976  0.08
H: 5.433 -0.362 1.300  0.08
H: 3.268 0.907 1.477  0.12
H: 3.521 1.493 -0.210  0.10
H: 3.118 -1.423 0.732  0.11
H: 1.111 -2.444 0.495  0.14
H: -3.377 -1.255 -0.686  0.13
H: -3.235 0.157 -1.866  0.03
H: -4.432 1.249 -0.201  0.11
H: -2.849 1.444 0.557  0.14
H: -1.168 1.675 -1.370  0.14
Ag: -4.352 1.096 -2.871  0.93

Repeat the third record exactly.
Formula: C12H11O4PTl
Source: the Open Molecules 2025 dataset
Level of theory: wB97M-V/def2-TZVPD

Its gap between HOMO and LUMO is 5.07 eV. Its charge is +3. As for the HOMO energy: -19.38 eV.

Last column: Löwdin charge in e.
Geometry (Å):
O: -2.902 1.063 -1.237  0.29
C: -1.898 0.762 -0.742  0.02
Tl: 0.004 0.343 0.266  0.75
O: 1.199 -0.246 -3.064  0.25
C: 0.755 -0.251 -2.036  -0.01
C: -1.009 -1.668 0.927  0.06
O: -1.525 -2.549 1.386  0.31
C: 1.861 -0.717 0.867  0.00
O: 2.904 -1.085 1.202  0.28
C: 1.606 3.933 -1.302  -0.17
P: 1.206 2.504 -0.395  0.87
C: 2.875 2.044 0.146  -0.21
C: 0.135 3.213 0.934  -0.43
C: -0.892 4.124 0.577  -0.07
C: -1.651 4.733 1.585  0.01
C: -1.441 4.394 2.927  0.01
C: -0.474 3.432 3.271  -0.01
C: 0.301 2.819 2.285  -0.11
H: 2.335 3.623 -2.070  0.10
H: 2.083 4.585 -0.563  0.12
H: 0.701 4.391 -1.729  0.08
H: 3.416 3.001 0.238  0.10
H: 2.939 1.444 1.077  0.05
H: 3.342 1.470 -0.671  0.09
H: -1.062 4.385 -0.476  0.12
H: -2.401 5.482 1.313  0.14
H: -2.029 4.874 3.712  0.14
H: -0.306 3.159 4.311  0.14
H: 1.059 2.058 2.534  0.10